Computed, not measured: a molecular structure, C35H44F3GdN6O2, with ωB97M-V with the def2-TZVPD basis set.

Each line ends with the Löwdin spin population.
Positions of all 91 atoms, in Å:
Gd1 -0.234 -0.023 -0.400  7.1756
C1 0.570 1.972 -3.263  -0.0004
C2 -0.872 1.539 -3.483  -0.0005
N1 -1.147 0.198 -2.914  -0.0143
C3 -0.606 -0.887 -3.760  -0.0003
C4 0.820 -1.280 -3.449  -0.0001
C5 1.520 -2.059 -4.357  -0.0004
C6 2.820 -2.429 -4.053  0.0005
C7 3.376 -2.001 -2.860  -0.0004
C8 2.606 -1.233 -2.000  -0.0005
C9 3.188 -0.808 -0.672  -0.0010
N2 2.390 0.199 0.045  -0.0121
C10 2.794 1.587 -0.240  0.0001
C11 2.373 2.041 -1.631  -0.0001
N3 0.914 1.947 -1.832  -0.0047
N4 1.351 -0.884 -2.290  -0.0071
H1 0.707 2.967 -3.697  -0.0003
H2 1.238 1.290 -3.788  0.0000
H3 -1.083 1.551 -4.557  -0.0005
H4 -1.536 2.261 -3.009  0.0000
H5 -2.155 0.078 -2.936  0.0003
H6 -0.666 -0.607 -4.816  -0.0004
H7 -1.228 -1.776 -3.628  0.0001
H8 1.053 -2.379 -5.279  -0.0001
H9 3.396 -3.033 -4.742  0.0000
H10 4.390 -2.267 -2.591  -0.0001
H11 4.209 -0.446 -0.831  -0.0005
H12 3.252 -1.704 -0.053  0.0001
H13 2.548 0.045 1.035  0.0001
H14 3.879 1.712 -0.157  -0.0003
H15 2.322 2.217 0.513  0.0001
H16 2.856 1.406 -2.374  0.0000
H17 2.737 3.061 -1.789  -0.0002
H18 0.492 2.767 -1.397  0.0003
C12 -2.984 2.210 -0.624  0.0007
C13 -3.651 1.207 0.291  0.0001
O1 -2.906 -0.017 0.340  0.0002
C14 -3.677 -0.993 1.074  -0.0001
C15 -2.949 -2.301 1.244  -0.0004
H19 -3.543 3.144 -0.605  0.0001
H20 -2.996 1.836 -1.648  0.0001
H21 -1.962 2.420 -0.301  0.0004
H22 -4.659 0.989 -0.073  -0.0001
H23 -3.744 1.610 1.304  0.0000
H24 -4.612 -1.156 0.532  -0.0001
H25 -3.921 -0.573 2.055  0.0000
H26 -2.703 -2.753 0.284  -0.0001
H27 -3.599 -2.987 1.787  0.0000
H28 -2.031 -2.182 1.818  -0.0004
C16 0.364 4.147 5.159  0.0000
N5 -0.151 3.120 4.270  0.0001
N6 -0.040 3.222 2.901  -0.0005
C17 -0.247 1.969 2.354  -0.0004
O2 -0.203 1.748 1.099  -0.0123
C18 -0.485 1.093 3.429  0.0003
C19 -0.401 1.831 4.590  0.0000
C20 -0.540 1.401 6.002  0.0000
C21 -0.096 4.453 2.252  0.0000
C22 -0.982 5.498 2.764  0.0000
C23 -1.043 6.686 2.118  0.0000
C24 -0.261 6.912 0.951  0.0000
C25 0.597 5.866 0.434  0.0000
C26 0.675 4.674 1.061  0.0000
H29 0.795 4.951 4.569  0.0000
H30 1.140 3.731 5.801  0.0000
H31 -0.426 4.561 5.785  0.0000
H32 -0.693 0.040 3.338  0.0001
H33 -0.925 0.386 6.051  0.0000
H34 -1.218 2.062 6.543  0.0000
H35 0.423 1.426 6.517  0.0000
H36 -1.599 5.320 3.634  0.0000
H37 -1.693 7.461 2.499  0.0000
H38 -0.309 7.868 0.450  0.0000
H39 1.198 6.046 -0.448  0.0000
H40 1.331 3.902 0.692  0.0000
F1 1.896 -9.381 -1.303  0.0001
C27 0.594 -9.050 -1.220  0.0001
F2 0.029 -9.843 -0.302  0.0000
F3 0.037 -9.340 -2.409  0.0001
C28 0.443 -7.591 -0.888  0.0010
C29 0.963 -6.658 -1.777  -0.0003
C30 0.886 -5.314 -1.474  0.0012
C31 0.283 -4.889 -0.284  0.0011
C32 -0.243 -5.836 0.593  0.0016
C33 -0.161 -7.186 0.291  -0.0002
C34 0.187 -3.485 -0.029  -0.0078
C35 0.099 -2.280 0.135  -0.1177
H41 1.424 -6.986 -2.700  0.0000
H42 1.294 -4.576 -2.153  0.0001
H43 -0.710 -5.514 1.514  0.0001
H44 -0.570 -7.922 0.968  0.0000

The multiplicity is 8. Its total charge is +2. The HOMO energy (alpha / beta) is -12.9 / -13.0 eV. The expectation value of S² is 15.907.


Computed, not measured: 2 unconnected molecules or ions with the total composition C35H44IN4O4S2, with ωB97M-V with the def2-TZVPD basis set.

Each line ends with the Mulliken charge.
Positions of all 90 atoms, in Å:
C1 7.199 3.140 -0.713  -0.0587
C2 6.250 2.832 0.002  -0.5189
C3 5.267 2.464 1.173  -0.6341
C4 3.918 1.891 0.597  0.8141
C5 2.719 2.833 0.578  -0.7142
C6 1.398 2.410 0.007  0.6977
C7 0.158 3.399 -0.062  -0.4426
C8 0.632 4.837 -0.643  -0.6293
C9 0.191 5.925 0.440  -1.1153
I1 -0.255 5.244 -2.619  0.0262
C10 1.287 1.022 -0.541  -0.4935
C11 2.493 0.078 -0.507  -0.2312
C12 3.844 0.490 0.058  0.9893
C13 4.996 -0.572 -0.032  -0.6526
C14 5.991 -0.640 1.180  0.0598
C15 5.734 -1.258 2.518  -0.3390
C16 6.836 -1.271 3.558  -0.5242
C17 8.205 -0.665 3.305  -0.5653
C18 8.468 -0.039 1.967  0.6021
C19 9.843 0.636 1.553  -1.1820
C20 7.375 -0.046 0.947  -0.3880
C21 2.036 -1.283 -1.146  -0.1912
O1 2.626 -2.299 -1.445  -0.5755
N1 0.597 -1.073 -1.357  0.1718
C22 -0.326 -1.982 -0.625  -0.2851
C23 0.083 -2.154 0.904  -0.3467
C24 -1.021 -2.922 1.741  -0.7725
S1 -2.680 -2.113 1.722  0.1469
C25 -2.875 -0.975 3.142  -0.3346
S2 -3.040 -1.518 4.696  -0.0918
N2 -2.923 0.477 2.920  0.3768
C26 -4.035 1.353 3.084  -0.1327
C27 -3.617 2.744 2.768  -0.5335
N3 -2.235 2.630 2.414  -0.4209
C28 -1.837 1.325 2.489  -0.0513
C29 0.087 0.271 -1.246  0.2063
O2 -0.964 0.760 -1.622  -0.6022
H1 8.083 3.665 -1.173  0.3700
H2 5.012 3.460 1.672  0.4091
H3 5.747 1.836 1.981  0.3088
H4 2.885 3.869 1.012  0.2852
H5 -0.317 3.520 0.955  0.1429
H6 -0.610 3.026 -0.818  0.3860
H7 1.747 4.884 -0.819  0.5232
H8 0.688 5.670 1.432  0.2852
H9 -0.942 5.842 0.526  0.3269
H10 0.522 6.947 0.079  0.4121
H11 5.583 -0.446 -1.004  0.3975
H12 4.507 -1.599 -0.116  0.4217
H13 4.736 -1.731 2.739  0.3646
H14 6.718 -1.754 4.575  0.3094
H15 9.030 -0.657 4.068  0.3603
H16 9.855 0.746 0.419  0.2928
H17 10.727 0.063 1.956  0.3825
H18 9.829 1.685 1.983  0.2522
H19 7.595 0.418 -0.067  0.1521
H20 -1.366 -1.516 -0.641  -0.0993
H21 -0.438 -2.982 -1.160  0.2028
H22 1.025 -2.790 0.924  0.3805
H23 0.365 -1.146 1.342  0.1343
H24 -0.656 -3.051 2.801  0.4407
H25 -1.132 -3.964 1.291  0.3703
H26 -5.083 1.086 3.398  0.3456
H27 -4.196 3.701 2.762  0.3553
H28 -0.855 0.828 2.273  0.2200
C30 -3.746 -4.594 -2.397  -0.8553
O3 -3.458 -3.364 -1.745  -0.3352
C31 -3.892 -2.186 -2.406  -0.2833
C32 -5.177 -1.673 -1.769  -0.7579
N4 -6.341 -2.587 -2.034  0.0356
C33 -6.866 -2.659 -3.441  -0.5561
C34 -7.555 -1.369 -3.865  -0.5078
O4 -8.784 -1.213 -3.177  -0.4017
C35 -8.759 -0.372 -2.032  -0.6519
H29 -2.873 -5.240 -2.316  0.3092
H30 -4.576 -5.086 -1.877  0.3353
H31 -4.000 -4.470 -3.453  0.3508
H32 -3.975 -2.325 -3.487  0.3658
H33 -3.118 -1.431 -2.245  0.1828
H34 -5.437 -0.675 -2.125  0.3454
H35 -5.072 -1.647 -0.683  0.4366
H36 -7.121 -2.335 -1.419  0.3310
H37 -6.072 -3.526 -1.722  0.3248
H38 -7.580 -3.485 -3.440  0.4336
H39 -6.034 -2.910 -4.100  0.3048
H40 -7.802 -1.458 -4.925  0.3849
H41 -6.917 -0.485 -3.768  0.3537
H42 -7.888 0.289 -2.005  0.3030
H43 -8.776 -0.995 -1.131  0.2880
H44 -9.663 0.237 -2.032  0.2668

Its total charge is +1. The HOMO energy is -10.1 eV.


Question: Among the records above, which one has the highest total charge?
Answer: C35H44F3GdN6O2


Question: The lowest total charge belongs to which entry?
Answer: C35H44IN4O4S2


Question: The lowest total charge belongs to which entry?
Answer: C35H44IN4O4S2


Question: Among the records above, which one has the highest total charge?
Answer: C35H44F3GdN6O2